Entry 1:
Below is a 2-piece molecular cluster, C6H14O overall, with properties calculated with ωB97M-V/def2-TZVPD.

Element x y z (Å)
H: -2.06977 0.31274 2.37772
H: 0.62142 3.18065 -1.69493
H: 1.10756 0.74921 -0.85914
C: -2.21529 -0.39957 1.56998
H: 1.73789 -0.73156 1.79907
C: 2.12715 -1.17914 -0.97845
H: 2.00488 -2.20016 -1.32565
H: 2.88559 -0.70300 -1.60897
H: 2.60100 -1.28877 -0.00394
C: -1.35599 -0.12631 0.33661
C: 0.67385 -0.72051 1.60842
H: 0.10692 -0.83674 2.52657
H: -1.84978 -0.60564 -0.50998
H: -2.05981 -1.40750 1.95341
C: 0.89534 -0.29994 -0.85533
H: -1.39043 0.94287 0.09425
H: -0.59289 3.15400 -2.63125
O: -0.27282 3.53864 -1.81260
C: 0.09732 -0.51947 0.43065
H: -3.26343 -0.35319 1.26123
H: 0.21128 -0.50663 -1.67768

Cartesian forces, eV/Å:
H 0.13 0.04 0.05
H -0.41 0.15 -0.09
H 0.47 0.70 -0.29
C -0.35 -0.07 -0.34
H 0.15 -0.31 -0.43
C 1.11 0.56 0.34
H -0.59 0.02 -0.23
H -0.14 -0.13 -0.10
H 0.08 0.09 0.05
C -0.26 -0.34 0.17
C -0.02 -0.19 0.60
H -0.20 0.18 -0.18
H 0.20 -0.19 -0.19
H 0.11 -0.02 0.03
C -0.95 -1.44 0.54
H 0.08 -0.01 0.02
H -0.01 -0.07 -0.11
O 0.41 -0.11 0.21
C 0.15 0.82 0.00
H 0.03 0.12 0.18
H -0.01 0.18 -0.22

Calculated values
ΔE to the lowest compared entry with this formula, charge and spin   107.3 kJ/mol
F_max   0.0351 Eh/bohr
Gap between HOMO and LUMO   9.97 eV
HOMO   -9.2469 eV
SMILES   C=C(CC)CC.O
Net charge   0
Lowest unoccupied orbital energy   0.027 Eh


Entry 2:
Below is C19H18IrN2O4S as an isolated structure, with properties calculated with ωB97M-V/def2-TZVPD.

Element x y z (Å)
H: 4.55302 -2.31530 1.54401
C: 0.93051 -2.66571 -2.23375
S: -1.27106 -1.16051 2.17651
H: 3.05525 0.84342 -2.55846
H: 5.70910 -1.62941 0.37584
C: 3.87536 -0.49871 -1.11729
O: -1.14051 2.20184 1.12199
H: 4.84838 -0.61354 -1.57868
H: 2.10290 -1.21082 5.72426
H: 1.71626 -5.29066 0.46348
H: 4.71366 -3.04628 -0.05959
C: 2.24431 -4.53476 -1.47705
C: -2.19226 1.92136 0.51247
H: -0.30652 2.32282 5.51543
C: 1.66173 0.29376 -0.95783
H: -1.21766 -1.26213 -1.80319
O: 0.59809 0.85430 -1.36573
H: -0.07731 -3.64208 0.83194
H: 0.71179 -1.91922 -2.99040
C: -0.37961 -0.43760 3.53713
C: 0.97161 0.61377 5.75903
H: -1.75941 -2.17053 -0.36296
C: 0.47308 -3.64663 -0.10162
C: 2.47555 -1.17499 0.74797
H: 1.49346 1.02078 6.61741
C: 0.64444 -1.15450 4.15607
C: -0.91029 -1.67270 -0.83618
H: 2.53336 -3.53800 -3.35894
Ir: -0.51492 -0.01695 0.31690
H: 3.04090 -5.25292 -1.63506
H: -3.00202 2.65948 0.42019
O: -2.37714 0.78718 -0.04380
C: 1.30820 -0.63713 5.26071
N: 1.51105 -0.38037 0.20344
H: -1.48994 1.38856 3.56121
C: 0.17006 -2.67900 -1.06260
C: 4.73591 -2.10625 0.49492
C: -0.03817 1.34132 5.14150
C: -0.71027 0.81916 4.04637
C: 1.95885 -3.57598 -2.43968
H: 0.93111 -2.10889 3.73680
C: 1.49422 -4.56050 -0.30602
N: 3.69291 -1.21056 0.02453
C: 2.91860 0.28731 -1.64546
O: 2.36803 -1.79854 1.78377

Cartesian forces, eV/Å:
H 0.00 0.01 0.00
C 0.02 -0.01 0.01
S -0.16 0.06 0.15
H 0.01 0.00 0.00
H 0.00 -0.01 -0.01
C 0.00 -0.01 -0.01
O -0.32 -0.11 -0.21
H 0.00 0.00 -0.01
H 0.00 0.00 0.00
H 0.00 -0.01 -0.01
H 0.00 -0.02 0.00
C 0.02 0.02 0.02
C 0.28 -0.21 0.09
H 0.00 0.00 0.00
C -0.24 0.01 -0.10
H -0.12 0.01 0.01
O 0.39 -0.11 0.05
H -0.02 0.02 0.00
H 0.00 0.01 0.01
C 0.02 -0.06 -0.02
C -0.01 0.00 0.00
H -0.10 0.02 -0.10
C 0.05 0.02 0.03
C -0.02 0.27 0.07
H 0.00 0.00 0.00
C -0.02 -0.03 0.04
C 0.10 -0.03 0.15
H 0.00 -0.01 0.01
Ir 0.11 -0.11 -0.28
H 0.00 0.01 0.00
H -0.03 0.00 0.03
O -0.23 0.40 0.30
C -0.01 -0.01 -0.02
N 0.17 -0.12 -0.06
H -0.02 0.02 -0.02
C 0.11 0.08 -0.01
C -0.01 0.00 0.00
C 0.01 0.01 0.01
C 0.01 0.00 -0.04
C -0.01 -0.01 -0.02
H -0.02 0.03 0.04
C 0.00 -0.01 0.00
N 0.01 -0.01 0.00
C -0.01 0.02 0.01
O 0.02 -0.13 -0.10

Calculated values
ΔE to the lowest compared entry with this formula, charge and spin   0.0 kJ/mol
F_max   0.0106 Eh/bohr
Gap between HOMO and LUMO   6.53 eV
HOMO   -3.7501 eV
Net charge   -1
Lowest unoccupied orbital energy   0.102 Eh


Entry 3:
Below is one molecule with the formula C25H28N4O3, with properties calculated with ωB97M-V/def2-TZVPD.

Element x y z (Å)
C: 0.43360 -1.25237 0.44835
C: -2.90492 1.01099 -0.17929
C: -6.91169 2.18697 -0.26529
C: 6.10398 1.17107 -1.75373
H: 2.59859 3.26899 1.64424
C: 4.68848 -0.51789 -0.99555
N: -4.43708 -0.47017 -0.92278
C: -0.06623 -2.65032 0.57943
H: 1.95417 0.51324 0.80562
H: 3.41796 2.06686 -0.66632
C: -4.20351 1.62662 -0.13270
H: -2.28215 -4.62972 2.19342
H: 3.79922 -0.08363 -1.47462
H: -5.74825 -2.08393 -0.76282
H: -1.25092 -6.32083 0.72723
H: -2.40576 -1.02463 -0.93656
C: -5.13030 0.66568 -0.59567
C: 0.59557 2.01950 0.95302
H: 1.33194 -3.31510 -0.88330
H: -1.52819 -2.30656 2.12903
C: -1.08114 -3.02570 1.45656
H: -5.51241 -1.46435 -2.40818
H: 0.57140 -5.67231 -0.80833
H: -7.19434 0.19795 -1.02041
H: 4.59224 -1.60391 -1.00529
C: 4.81740 -0.00364 0.44239
C: -0.91585 -5.29521 0.68593
C: -0.52223 1.09482 0.58230
C: -5.01341 -1.66941 -1.45774
H: 3.47668 1.87412 2.31951
H: -1.70804 2.74468 0.21794
C: -3.11575 -0.26247 -0.67089
H: -7.96222 2.43321 -0.30820
N: 5.09900 1.42359 0.50774
H: 5.28932 1.70579 -2.26764
H: 7.02770 1.30640 -2.31953
O: 0.37482 3.21248 1.09520
H: 3.90907 -0.23269 0.99567
C: 0.10551 -4.93137 -0.17636
H: 6.44213 2.78017 -0.34087
C: -6.49153 0.93675 -0.66558
C: -4.65641 2.88002 0.27160
C: -1.49923 -4.34349 1.50673
C: 0.53232 -3.61797 -0.22416
C: 6.25843 1.70439 -0.32284
H: 4.36138 3.30984 0.16959
H: -1.41583 -0.66016 0.93869
C: -6.00582 3.14538 0.19638
H: 7.11685 1.20992 0.14356
C: 3.96355 2.29681 0.26218
H: -4.22959 -2.40688 -1.62286
C: 2.96641 2.26249 1.43338
H: 5.65727 -0.51518 0.92443
O: 5.84402 -0.21635 -1.75515
O: 1.57771 -1.02372 0.07406
N: -0.48567 -0.30566 0.74463
N: 1.80084 1.45707 1.15527
H: -6.37847 4.11217 0.50029
C: -1.68748 1.66418 0.20481
H: -3.96316 3.62342 0.63350

Cartesian forces, eV/Å:
C 0.00 0.16 0.00
C -0.25 -0.52 -0.09
C -0.09 -0.11 -0.05
C 0.14 0.29 0.17
H 0.11 -0.14 0.03
C -0.17 -0.02 0.28
N 0.07 0.08 0.04
C 0.01 -0.35 0.01
H -0.21 0.13 0.04
H 0.01 0.10 0.02
C -0.21 -0.36 -0.10
H -0.05 -0.02 0.06
H 0.03 -0.05 0.00
H 0.05 -0.03 -0.04
H -0.02 -0.08 0.01
H 0.10 -0.12 -0.01
C 0.11 0.51 0.16
C 0.15 0.03 0.28
H 0.06 0.02 -0.04
H -0.02 0.05 0.05
C 0.07 0.10 -0.07
H 0.03 -0.05 0.03
H 0.04 -0.05 -0.06
H -0.09 -0.06 -0.03
H -0.09 0.04 0.02
C 0.04 -0.11 -0.26
C -0.03 -0.01 0.04
C -0.59 0.57 -0.41
C -0.26 -0.24 -0.13
H 0.01 0.10 -0.06
H 0.13 0.05 0.09
C 0.23 0.23 0.06
H -0.08 0.00 -0.01
N 0.16 0.09 0.02
H 0.07 -0.04 0.00
H -0.07 0.08 0.00
O -0.05 0.16 -0.10
H -0.01 -0.09 0.09
C 0.00 -0.02 -0.02
H 0.04 0.01 0.01
C -0.10 -0.10 -0.04
C -0.05 -0.02 -0.03
C -0.10 -0.09 0.03
C 0.02 0.17 0.02
C 0.02 -0.16 -0.31
H -0.02 -0.03 -0.05
H 0.17 -0.06 -0.01
C 0.05 0.20 0.07
H 0.05 0.06 -0.08
C -0.05 0.01 0.20
H -0.03 0.04 0.02
C 0.03 0.27 -0.04
H -0.10 -0.08 0.00
O 0.09 -0.08 0.04
O 0.03 -0.14 -0.19
N -0.37 -0.19 0.17
N 0.12 -0.22 0.01
H -0.01 0.08 0.03
C 0.84 -0.10 0.09
H 0.06 0.11 0.06

Calculated values
ΔE to the lowest compared entry with this formula, charge and spin   85.2 kJ/mol
F_max   0.0179 Eh/bohr
Gap between HOMO and LUMO   7.91 eV
HOMO   -7.7646 eV
SMILES   Cn1cc(/C=C(\NC(=O)c2ccccc2)C(=O)NCCN2CCOCC2)c2ccccc21
Net charge   0
Lowest unoccupied orbital energy   0.005 Eh


Among the records above, which one has the highest lowest unoccupied orbital energy? C19H18IrN2O4S


Among the records above, which one has the lowest HOMO? C6H14O


Which value of net charge does entry 1 give? 0


Which of these has the lowest gap between HOMO and LUMO? C19H18IrN2O4S